(1)
21
Properties=species:S:1:pos:R:3:forces:R:3:lowdin_charge:R:1 method="wB97M-V/def2-TZVPD" molar_mass_g_mol=120.25 e_above_lowest_kcal_mol=73.4 homo_lumo_gap_ev=10.222 multiplicity=1 e_homo_ha=-0.5247 e_lumo_ev=-4.06 total_energy_ev=-15781.264 charge=+1 fmax_ev_per_a=3.40
C -2.5271 -0.1484 0.0037 -0.657 -1.803 0.876 -0.119
C 2.6601 0.0585 0.6064 2.625 -0.761 2.029 -0.181
C -1.1616 -0.0272 0.6589 -0.502 0.079 -0.791 -0.461
C -0.2608 -1.0993 0.3471 -0.986 -0.993 -2.472 -0.100
N -0.4677 -1.7970 -0.7764 0.392 -0.817 0.090 0.186
O 1.7194 0.0534 -0.4344 0.037 0.608 -1.174 -0.266
Si -0.3516 1.6184 0.0054 -0.691 -0.758 0.660 0.786
H -2.6162 0.3575 -0.9493 -0.038 -0.325 -0.428 0.064
H -2.7757 -1.2690 -0.0016 -0.126 1.648 -0.552 0.118
H -3.2604 0.3024 0.6609 -0.163 0.154 0.039 0.088
H 2.3145 0.4492 1.6118 -0.411 0.255 -1.436 0.078
H 3.6203 0.6757 0.3791 -1.637 -1.421 0.217 0.130
H 2.8887 -1.0351 0.9498 0.145 1.719 -1.197 0.115
H -1.2476 0.1768 1.7048 0.269 -0.157 0.808 0.116
H 0.5732 -1.3564 0.9512 0.349 -0.438 0.521 0.124
H 2.0474 0.3994 -1.2947 0.123 -0.385 1.105 0.131
H -0.0543 -2.6669 -1.2177 0.288 1.577 1.721 0.185
H -1.1915 -1.4985 -1.4056 -0.551 0.405 0.213 0.108
H 0.6474 1.4765 1.0381 0.919 1.118 -0.141 -0.033
H -1.2036 2.7695 0.2292 -0.370 0.288 0.392 -0.050
H -0.5847 1.3640 -1.4158 0.985 0.006 -0.481 -0.017

(2)
8
Properties=species:S:1:pos:R:3:forces:R:3:lowdin_charge:R:1 method="wB97M-V/def2-TZVPD" molar_mass_g_mol=275.38 e_above_lowest_kcal_mol=84.2 homo_lumo_gap_ev="7.228 / 7.226" multiplicity=1 e_homo_ha="-0.2965 / -0.2964" e_lumo_ev="-0.84 / -0.84" total_energy_ev=-54615.742 charge=0 fmax_ev_per_a=4.03
C 2.5656 0.7664 0.4241 -1.355 3.627 1.116 -0.447
Si -1.7536 -0.4675 -0.4378 1.666 0.128 -1.340 -1.057
Cl -1.8888 -2.4702 -0.7265 0.050 0.034 0.142 0.277
Cl -2.6076 0.4190 -2.0691 -0.234 0.002 0.344 0.245
Cl -2.3289 0.0695 1.3583 -1.023 0.266 1.271 0.319
I 0.5905 0.6822 -0.5634 0.226 -0.336 -0.177 0.863
H 2.4810 1.1712 1.4951 -0.355 -0.441 -1.365 -0.048
H 2.9417 -0.1706 0.5193 1.024 -3.280 0.011 -0.152

(3)
22
Properties=species:S:1:pos:R:3:forces:R:3:lowdin_charge:R:1 method="wB97M-V/def2-TZVPD" molar_mass_g_mol=203.22 smiles="CC1=[NH+]C(=O)[C@@H]2N1C(=[NH2+])CS2(=O)=O" homo_lumo_gap_ev=8.955 multiplicity=1 e_homo_ha=-0.7015 e_lumo_ev=-10.13 total_energy_ev=-27795.251 charge=+2 fmax_ev_per_a=7.92
C 1.9984 -1.3628 0.8331 0.874 -0.687 -1.652 0.080
C 0.6918 -1.2153 0.1938 -0.754 0.138 0.488 -0.125
N -0.2154 -2.1316 0.3084 -1.075 -1.927 1.234 0.265
C -1.4933 -1.7759 -0.3640 -0.684 -0.969 0.694 -0.322
O -2.4299 -2.4898 -0.3605 0.536 0.524 -0.200 0.281
C -1.2583 -0.4070 -0.8597 -1.159 2.766 -1.620 -0.091
N 0.1086 -0.0985 -0.4979 -0.402 -6.115 -0.829 0.044
C 0.4464 1.1106 -0.4208 4.573 6.465 -0.001 -0.298
N 1.7336 1.5056 -0.2692 -2.359 -3.515 -0.989 0.301
C -0.5744 2.1642 -0.4123 -2.137 -1.971 1.087 0.005
S -1.9814 1.0187 0.2224 -0.197 0.922 -1.244 0.741
O -1.7164 0.6419 1.5231 1.655 -1.276 3.404 -0.195
O -3.2655 1.4285 -0.0956 -1.599 0.719 -1.641 -0.163
H 2.0408 -2.4579 1.0236 0.867 0.712 -0.355 0.140
H 2.0448 -0.9264 1.7850 -0.352 0.995 1.639 0.114
H 2.8522 -0.8832 0.2762 -0.819 -1.135 0.360 0.133
H -0.2668 -3.0397 0.9849 0.716 2.534 -2.110 0.304
H -1.5774 -0.1053 -1.9390 0.783 -1.049 1.704 0.226
H 1.8323 2.4391 -0.0665 0.957 2.598 0.300 0.118
H 2.4539 0.9640 -0.7423 0.188 0.395 0.547 0.163
H -0.3785 3.0597 0.1515 0.320 0.026 0.926 0.148
H -1.0455 2.5611 -1.2744 0.068 -0.150 -1.741 0.132

(4)
21
Properties=species:S:1:pos:R:3:forces:R:3:lowdin_charge:R:1 method="wB97M-V/def2-TZVPD" molar_mass_g_mol=158.63 e_above_lowest_kcal_mol=66.8 homo_lumo_gap_ev=8.948 multiplicity=1 e_homo_ha=-0.2964 e_lumo_ev=0.88 total_energy_ev=-22936.205 charge=0 fmax_ev_per_a=3.42
H -0.5516 -1.4424 1.0130 0.420 0.351 0.123 0.071
N 0.2484 -0.7840 0.9641 -0.872 -1.078 0.376 0.119
C -0.1565 0.4014 0.9923 -1.053 1.458 -0.858 -0.223
C -1.5406 0.9588 0.9651 -3.170 0.512 1.174 -0.213
C -2.5239 0.8193 -0.1975 0.691 -1.039 -1.436 -0.152
C -2.8049 0.0044 0.9822 0.685 0.184 1.266 -0.139
H 0.5379 1.2091 0.8410 0.931 0.152 0.320 0.101
H -1.8612 1.9606 1.4765 1.658 -1.939 -0.659 0.160
H -2.2723 0.3127 -1.1742 -0.077 0.719 1.268 0.129
H -3.1562 1.6673 -0.2572 -0.401 0.681 -0.609 0.084
H -3.6555 0.1765 1.6516 0.452 0.445 -0.328 0.102
H -2.5819 -1.0417 0.9828 0.250 -0.478 -0.363 0.073
C 1.6170 0.0396 -1.9409 -0.113 1.963 -1.013 -0.141
C 2.5971 -0.1800 -0.8804 0.366 1.875 -0.679 -0.779
Cl 3.7332 1.0980 -0.5239 0.148 0.334 -0.138 0.640
C 2.6364 -1.1514 -0.0600 0.722 -2.896 1.543 -0.296
N 2.9116 -2.1926 0.5166 1.208 0.691 -2.572 0.187
H 1.0787 -0.8974 -2.1460 -0.247 0.801 -0.055 0.094
H 2.1211 0.4579 -2.8315 0.235 -1.063 -0.096 0.073
H 1.0569 1.0063 -1.7590 -0.512 -1.455 0.435 0.084
H 2.5663 -2.4226 1.3853 -1.322 -0.219 2.301 0.028

(5)
7
Properties=species:S:1:pos:R:3:forces:R:3:lowdin_charge:R:1 method="wB97M-V/def2-TZVPD" molar_mass_g_mol=113.07 e_above_lowest_kcal_mol=38.0 homo_lumo_gap_ev="7.926 / 7.925" multiplicity=1 e_homo_ha="-0.1452 / -0.1452" e_lumo_ev="3.97 / 3.97" total_energy_ev=-21086.713 charge=-1 fmax_ev_per_a=3.76
O -0.3986 1.5994 0.3433 0.492 1.380 0.747 -0.321
O -1.5771 -0.4465 0.2260 -1.417 -1.900 0.235 -0.323
O -0.8950 0.7500 -1.8506 -0.581 -0.451 -1.226 -0.320
O 1.5660 -0.5699 0.9313 -0.754 -0.941 1.661 -0.223
O 1.2559 -0.6750 -0.4106 -2.351 1.566 -2.404 -0.369
S -0.7842 0.4976 -0.4587 3.753 -0.152 0.199 0.495
H 0.8330 -1.1555 1.2192 0.857 0.497 0.788 0.059

(6)
14
Properties=species:S:1:pos:R:3:forces:R:3:lowdin_charge:R:1 method="wB97M-V/def2-TZVPD" molar_mass_g_mol=166.30 e_above_lowest_kcal_mol=45.0 homo_lumo_gap_ev=8.503 multiplicity=1 e_homo_ha=-0.3231 e_lumo_ev=-0.29 total_energy_ev=-38692.601 charge=0 fmax_ev_per_a=5.11
C 1.6154 -1.0753 -2.0773 1.277 0.006 0.676 -0.465
C -0.6971 -0.0964 -1.0459 -0.791 1.072 0.837 -1.381
C -0.9195 0.7230 2.3723 -2.281 1.673 -0.732 -0.414
H 2.0714 -1.8265 -2.7606 -0.354 0.430 0.690 0.054
H 1.7076 -1.3469 -0.9959 0.560 0.016 -1.042 0.032
H 2.0931 -0.0960 -2.2688 -0.197 -0.509 0.118 0.043
H -0.9285 2.4065 1.0975 1.130 -3.280 0.196 0.156
H -1.7905 1.2619 2.8577 1.489 -0.311 -0.008 0.136
H -0.0964 -0.8397 1.9766 2.093 -1.397 -1.885 -0.017
N -0.5251 1.3726 1.2117 -1.402 4.910 -0.147 -0.494
N -0.6095 -0.4247 2.6732 -1.330 -1.027 2.970 0.112
S -0.1172 -1.0393 -2.3718 -1.144 0.306 0.030 0.811
S -2.2958 0.1203 -0.7278 0.791 -0.528 -0.587 0.595
S 0.4921 0.8604 0.0592 0.158 -1.361 -1.114 0.832

(7)
5
Properties=species:S:1:pos:R:3:forces:R:3:lowdin_charge:R:1 method="wB97M-V/def2-TZVPD" molar_mass_g_mol=146.88 e_above_lowest_kcal_mol=103.1 homo_lumo_gap_ev="6.686 / 6.671" multiplicity=1 e_homo_ha="-0.3398 / -0.3393" e_lumo_ev="-2.56 / -2.56" total_energy_ev=-84110.045 charge=0 fmax_ev_per_a=3.00
O -1.6452 0.7257 -0.3319 0.647 -2.697 0.519 -0.429
F 1.5597 1.1085 0.2054 -0.213 -0.557 -0.804 -0.415
P 1.0871 -0.1076 -0.7020 -2.240 1.097 1.666 0.614
Br 1.2263 -1.6543 0.8370 -0.084 0.151 -0.450 0.254
H -2.2279 -0.0723 -0.0085 1.890 2.006 -0.931 -0.024

(8)
15
Properties=species:S:1:pos:R:3:forces:R:3:lowdin_charge:R:1 method="wB97M-V/def2-TZVPD" molar_mass_g_mol=96.13 e_above_lowest_kcal_mol=80.4 homo_lumo_gap_ev=8.563 multiplicity=1 e_homo_ha=-0.2807 e_lumo_ev=0.93 total_energy_ev=-8291.509 charge=0 fmax_ev_per_a=0.38
C 2.4074 -0.7836 -0.2381 0.310 0.220 -0.059 -0.108
N 1.2261 0.1057 -0.1873 -0.157 0.106 0.011 -0.212
C 0.7846 1.3580 -0.2998 0.089 -0.048 -0.006 -0.050
C -0.5990 1.3432 -0.1073 -0.020 -0.031 0.011 -0.021
C -0.9488 0.0081 0.1267 0.023 0.007 -0.008 -0.294
C -2.2769 -0.6136 0.4150 -0.041 -0.012 0.003 -0.026
N 0.1895 -0.6980 0.0672 -0.021 -0.012 0.003 0.059
H 3.1181 -0.4650 0.5327 -0.085 -0.065 -0.092 0.004
H 2.8745 -0.6896 -1.2245 -0.055 -0.040 0.117 0.004
H 0.9018 -1.6116 0.0863 -0.241 0.070 0.020 0.172
H 1.4622 2.1734 -0.5084 -0.102 -0.127 0.030 0.124
H -1.2704 2.1913 -0.1346 0.103 -0.153 0.004 0.103
H -2.3718 -1.5849 -0.0789 0.031 0.144 0.062 0.082
H -3.0825 0.0342 0.0604 0.130 -0.087 0.051 0.080
H -2.4148 -0.7674 1.4905 0.038 0.028 -0.147 0.083